# 1
The following is a DFT calculation (ωB97M-V/def2-TZVPD) of a cluster of 2 separate species, C27H33BNO2 in total in a non-equilibrium geometry.

Last column: Mulliken charge in e.
Positions of all 64 atoms, in Å:
C1 6.40759 1.50213 -3.70964  -0.369
C2 5.30678 2.18398 -2.88692  -0.598
C3 4.66983 1.05049 -2.15462  0.815
C4 5.35649 -0.14142 -2.51243  0.194
O1 6.36520 0.05068 -3.40668  -0.486
C5 4.98655 -1.38387 -1.96930  -1.336
C6 3.94452 -1.41377 -1.07320  -0.673
C7 3.20194 -0.24053 -0.70270  0.501
C8 2.15061 -0.26285 0.25659  -0.618
C9 1.50214 -1.43922 0.73576  0.859
C10 0.99726 -1.47661 2.07157  -0.572
C11 0.42567 -2.63533 2.55809  0.904
C12 0.25303 -3.76036 1.71097  0.224
O2 -0.40018 -4.79551 2.30324  -0.506
C13 -0.67741 -4.39049 3.70285  -0.348
C14 -0.13205 -2.96944 3.89895  -0.638
C15 0.68933 -3.73792 0.37274  -1.286
C16 1.30591 -2.59876 -0.08778  -0.813
C17 3.61240 1.00593 -1.26592  -0.700
H1 6.25454 1.62070 -4.79025  0.281
H2 7.41014 1.86706 -3.45215  0.287
H3 5.73546 2.91923 -2.19765  0.283
H4 4.59035 2.69063 -3.54047  0.278
H5 5.53989 -2.27140 -2.25175  0.444
H6 3.69194 -2.36106 -0.60152  0.689
H7 1.95243 0.67637 0.77014  0.754
H8 1.14571 -0.62969 2.74610  0.337
H9 -1.76244 -4.44792 3.86190  0.310
H10 -0.18260 -5.11295 4.36546  0.279
H11 0.64268 -2.95344 4.67290  0.269
H12 -0.92518 -2.27488 4.19241  0.204
H13 0.55029 -4.61665 -0.24524  0.475
H14 1.68261 -2.57354 -1.10791  0.940
H15 3.10635 1.93339 -0.99293  0.534
C18 -2.60491 1.57588 2.67139  -1.367
C19 -2.29418 0.47030 1.67294  0.111
N1 -2.18949 0.98837 0.23406  1.041
C20 -2.02428 -0.24568 -0.66126  0.140
C21 -1.99012 0.13049 -2.13416  -1.305
C22 -3.45936 1.68572 -0.12265  0.057
C23 -4.62362 0.92793 -0.03825  0.036
C24 -5.85853 1.51367 -0.35956  -0.844
C25 -5.91127 2.85316 -0.76202  -0.434
C26 -4.73306 3.60041 -0.83474  -0.804
C27 -3.49100 3.01587 -0.50682  -0.212
B1 -0.83841 1.86230 0.08455  0.182
H16 0.13111 1.04673 0.22189  -0.280
H17 -2.70257 1.11689 3.66182  0.465
H18 -1.80924 2.32821 2.72825  0.290
H19 -3.55340 2.08026 2.44873  0.296
H20 -1.32839 -0.00473 1.89831  -0.220
H21 -3.07406 -0.30375 1.69267  0.366
H22 -1.08280 -0.72456 -0.35426  -0.309
H23 -2.85025 -0.93724 -0.44663  0.511
H24 -1.88483 -0.79023 -2.71688  0.475
H25 -2.91676 0.62264 -2.45219  0.273
H26 -1.14395 0.78360 -2.38180  0.287
H27 -4.57471 -0.12071 0.27701  0.209
H28 -6.76268 0.90118 -0.28802  0.377
H29 -6.87433 3.29999 -1.01456  0.395
H30 -4.77364 4.64899 -1.14971  0.386
H31 -2.57612 3.61338 -0.56213  0.409
H32 -0.78297 2.33691 -1.03168  -0.194
H33 -0.81997 2.71103 0.95508  -0.257

Results
**Total charge**: +1
**LUMO energy**: -4.81 eV
**2S+1**: 1
**HOMO level**: -0.41568 hartree
**HOMO-LUMO gap**: 6.503 eV


# 2
The following is a DFT calculation (ωB97M-V/def2-TZVPD) of a structure of composition C23H21CeClN5O13 in a non-equilibrium geometry.

Last column: Mulliken charge in e.
Positions of all 64 atoms, in Å:
Ce1 2.05457 1.10866 0.08166  0.938
O1 4.31851 4.43028 -1.77435  -0.759
C1 3.50668 3.55278 -1.51620  0.594
O2 3.23225 3.12972 -0.31505  -0.614
C2 2.70751 2.82723 -2.64583  0.549
O3 2.82049 3.18214 -3.81467  -0.767
O4 1.94380 1.87444 -2.22352  -0.480
C3 -0.65317 -5.97195 -3.19607  -0.929
O5 -0.86286 -4.67751 -2.69127  -0.448
C4 0.24880 -3.98686 -2.26571  0.937
C5 1.51614 -4.59726 -2.18156  -1.061
C6 2.54941 -3.81084 -1.71187  -1.041
C7 2.39705 -2.46910 -1.35246  0.420
C8 3.58352 -1.72123 -0.94106  1.214
C9 4.84550 -2.45034 -0.53259  -1.957
O6 3.61395 -0.49408 -0.91906  -0.531
C10 1.09186 -1.85773 -1.42734  0.070
O7 0.86242 -0.66263 -1.07053  0.293
C11 0.03515 -2.68411 -1.90377  -0.476
H1 -1.61303 -6.31321 -3.57838  0.269
H2 -0.31226 -6.65716 -2.41341  0.322
H3 0.07863 -5.96990 -4.00958  0.369
H4 1.68755 -5.62767 -2.45354  0.328
H5 3.53282 -4.26053 -1.63702  0.325
H6 4.62770 -3.33277 0.06800  0.441
H7 5.45557 -1.74780 0.02986  0.351
H8 5.40312 -2.77003 -1.41731  0.417
H9 -0.96139 -2.26725 -1.96232  0.404
O8 -0.06474 0.34951 1.49361  -0.592
Cl1 0.51089 -0.86811 2.11797  1.924
O9 -0.22407 -2.03392 1.73340  -0.702
O10 0.55131 -0.72226 3.54752  -0.737
O11 1.89889 -0.92023 1.57883  -0.603
O12 2.15213 2.05785 2.32552  -0.399
C12 3.33877 1.66094 2.52859  -0.104
O13 4.02264 1.04993 1.67943  -0.425
H10 3.78010 1.86662 3.52125  0.280
C13 -1.66308 1.40368 -1.26242  -1.406
C14 -1.20417 2.53683 -0.42005  0.636
N1 0.02671 2.79544 -0.07173  0.229
C15 0.00810 3.91096 0.73116  -0.610
C16 -1.26679 4.34533 0.87692  -0.591
N2 -2.04957 3.46232 0.13976  0.256
C17 -3.47559 3.52690 0.06395  -0.848
N3 -4.11573 2.35781 0.66353  0.827
N4 -5.32684 2.01145 0.21550  -0.925
N5 -5.79763 1.04989 0.92343  -0.619
C18 -4.83859 0.72677 1.87418  0.264
C19 -4.84425 -0.29348 2.83875  -0.733
C20 -3.72277 -0.42353 3.60949  -0.684
C21 -2.60196 0.43945 3.43523  -0.620
C22 -2.58504 1.44382 2.50955  -0.420
C23 -3.75392 1.56944 1.72352  1.280
H11 -0.87377 1.15073 -1.96984  0.353
H12 -2.57417 1.66614 -1.80467  0.563
H13 -1.84670 0.51487 -0.65474  0.094
H14 0.92607 4.30757 1.13276  0.528
H15 -1.70697 5.16977 1.41150  0.347
H16 -3.86213 3.57196 -0.95190  0.434
H17 -3.77672 4.42641 0.59876  0.250
H18 -5.69027 -0.96146 2.93294  0.402
H19 -3.65816 -1.21750 4.34181  0.373
H20 -1.70425 0.25216 4.00994  0.461
H21 -1.69802 2.04065 2.35151  0.339

Results
**Total charge**: -2
**LUMO energy (alpha / beta)**: 4.18 / 4.18 eV
**2S+1**: 2
**HOMO level (alpha / beta)**: -0.05714 / -0.08743 hartree
**HOMO-LUMO gap (alpha / beta)**: 5.730 / 6.554 eV